79
Properties=species:S:1:pos:R:3:forces:R:3:lowdin_charge:R:1 method="wB97M-V/def2-TZVPD" e_lumo_ev=0.05 gap_ev=6.8 homo_energy_ev=-6.718
Na -1.04521 0.18863 -0.20503 -0.615 -1.162 -0.529 -0.0362
C -3.07671 -1.09567 2.88477 0.149 0.043 -0.100 -0.2534
P -2.17951 -1.66887 1.39267 -0.783 -0.888 0.442 0.8981
C -1.41121 -3.19237 2.09427 -0.047 0.179 -0.143 -0.2674
C -3.61741 -2.47807 0.54067 0.069 -0.031 0.189 -0.4279
C -3.17791 -2.96717 -0.82883 -0.019 0.057 -0.164 -0.4375
P -2.51741 -1.55267 -1.82003 -0.303 -0.527 -0.655 0.8740
C -4.10091 -0.79337 -2.33713 0.051 -0.037 0.045 -0.3109
C -2.12891 -2.48597 -3.36173 0.011 0.218 0.163 -0.2771
H -2.35901 -0.73157 3.61787 -0.009 0.059 0.117 0.0390
H -3.67241 -1.89977 3.32057 0.000 0.012 0.047 0.0437
H -3.72091 -0.26757 2.59507 -0.034 0.075 0.061 0.0455
H -2.16561 -3.85867 2.51057 -0.010 -0.092 0.065 0.0384
H -0.70901 -2.90717 2.87377 0.103 -0.019 0.071 0.0257
H -0.86241 -3.70647 1.30747 0.083 -0.155 -0.004 0.0210
H -4.39931 -1.72137 0.43147 -0.058 -0.034 0.061 0.0743
H -4.01441 -3.30147 1.14597 -0.071 0.128 -0.012 0.0790
H -4.00471 -3.44077 -1.37283 0.141 -0.041 0.022 0.0811
H -2.37111 -3.69967 -0.72133 -0.034 -0.064 -0.060 0.0704
H -4.80731 -1.55527 -2.67273 -0.059 0.028 0.010 0.0446
H -3.90171 -0.08497 -3.13913 -0.051 -0.030 -0.023 -0.0193
H -4.51231 -0.23147 -1.50083 -0.134 0.052 -0.013 0.0325
H -2.99671 -3.04917 -3.70713 0.014 -0.055 -0.047 0.0392
H -1.30131 -3.16767 -3.16873 0.040 -0.064 -0.065 0.0254
H -1.82651 -1.77877 -4.13203 0.032 -0.014 -0.103 0.0343
Br -2.91031 3.71613 2.38437 0.087 0.026 0.228 0.7620
C -1.46231 2.66633 3.04437 -0.347 0.049 -0.450 -0.5857
C -0.82201 3.02323 4.21437 0.475 -0.139 0.240 -0.1802
C 0.25989 2.28303 4.63767 -0.036 0.458 0.456 -0.6237
Br 1.14989 2.82563 6.25187 -0.145 -0.107 -0.264 0.7166
C 0.71209 1.16483 3.91657 -0.164 -0.100 -0.097 -0.2017
C 1.80809 0.36183 4.29557 0.145 -0.185 -0.049 -0.0452
C 2.15549 -0.71687 3.52857 -0.154 0.137 0.245 -0.0614
C 1.39309 -1.00037 2.38907 -0.076 -0.115 -0.091 -0.1741
N 0.37369 -0.27777 2.00117 0.354 -0.228 -0.383 0.1094
C 0.01459 0.78923 2.72697 0.187 0.506 0.626 -0.1633
C -1.11331 1.56123 2.24337 -0.531 0.523 0.097 -0.4689
O -1.74141 1.26833 1.19057 -0.551 1.360 1.532 -0.1941
H -1.15701 3.88033 4.78277 0.017 -0.012 -0.017 0.0958
H 2.36269 0.60903 5.18947 0.017 0.023 0.023 0.0736
H 2.99489 -1.34437 3.78487 0.079 -0.070 0.075 0.1054
H 1.63619 -1.84877 1.76417 0.095 -0.152 -0.084 0.0950
N -1.43541 3.92443 -1.08743 0.300 0.103 -0.209 0.0961
C -1.53191 3.20463 -2.22283 0.141 0.419 -0.082 -1.0064
N -0.48141 3.26503 -3.08953 0.270 0.078 0.225 0.0799
S -2.88201 2.34823 -2.60013 -0.638 -0.508 -0.099 0.6582
H -0.72371 4.62963 -0.98823 -0.021 -0.024 0.056 0.1083
H -2.24401 3.98083 -0.48863 0.080 -0.159 0.067 0.0469
H 0.43319 3.47313 -2.71983 0.058 0.005 0.012 0.0843
H -0.49751 2.56803 -3.81783 -0.070 0.066 0.110 0.0763
C 1.29189 -2.38697 -1.10623 -0.227 -0.104 0.059 -0.1014
N 2.22599 -1.31137 -0.85243 -0.048 0.633 -0.352 -0.2857
C 3.60599 -1.75197 -0.82623 0.092 -0.004 -0.036 -0.1102
P 1.77999 0.25313 -1.26523 1.957 0.390 0.130 0.5844
O 0.34479 0.37033 -1.53663 0.653 -0.016 -1.441 -0.3204
N 2.59579 0.82643 -2.64303 -0.392 -0.396 0.727 -0.2943
C 4.01269 1.10053 -2.67633 0.076 0.149 0.065 -0.1212
C 2.05499 0.43343 -3.92703 -0.159 -0.060 -0.062 -0.1130
N 2.26139 1.23373 -0.01023 0.002 -0.410 -0.569 -0.2789
C 3.33799 1.06263 0.93217 0.087 -0.142 0.153 -0.1007
C 1.69179 2.56133 -0.00203 -0.070 0.226 -0.106 -0.0907
H 1.30439 -3.09867 -0.27783 -0.027 -0.042 0.076 0.0815
H 1.54879 -2.93407 -2.02193 -0.017 0.035 -0.008 0.0906
H 0.29159 -1.97537 -1.20733 -0.114 -0.128 -0.007 0.0393
H 3.81839 -2.29457 0.10327 0.007 0.068 -0.049 0.0894
H 4.27789 -0.90077 -0.89393 0.135 -0.052 0.037 0.0608
H 3.82099 -2.43207 -1.66113 -0.007 0.106 0.011 0.0903
H 4.38599 1.25803 -1.66923 0.105 0.090 0.104 0.0609
H 4.19729 2.01063 -3.25363 0.051 0.002 -0.009 0.0871
H 4.58689 0.29103 -3.14143 -0.004 -0.062 0.037 0.0853
H 0.98629 0.28393 -3.81133 -0.129 0.000 -0.169 0.0672
H 2.50019 -0.49307 -4.30833 0.069 -0.018 -0.019 0.0853
H 2.23629 1.22423 -4.65793 -0.014 0.009 -0.057 0.0864
H 3.58049 0.01033 1.04367 0.087 0.010 0.053 0.0618
H 3.00679 1.43423 1.90797 0.065 -0.086 -0.078 0.0852
H 4.24089 1.62423 0.65137 -0.042 -0.067 -0.034 0.0875
H 0.75009 2.53303 -0.54093 -0.120 0.210 0.028 0.0467
H 2.36139 3.30173 -0.45763 0.006 0.058 0.006 0.0914
H 1.49089 2.85853 1.03077 -0.058 0.008 -0.030 0.0958

---

13
Properties=species:S:1:pos:R:3:forces:R:3:lowdin_charge:R:1 method="wB97M-V/def2-TZVPD" e_lumo_ev=-0.50 smiles="[H]/N=C/N(C=S)C(N)=O" gap_ev=8.5 homo_energy_ev=-8.991
C 0.47000 1.01162 0.05338 0.467 5.656 1.631 -0.5984
C 1.19675 -1.40100 0.15525 0.708 -0.095 -1.153 -0.1818
C -1.07126 -0.86151 0.38901 -1.650 0.474 -0.805 -0.6263
H 2.43285 0.80053 -0.41389 -0.811 1.024 -0.416 0.0735
H 1.88131 2.48180 -0.15601 -0.734 -1.954 -0.474 0.1405
H 0.63672 -2.37702 0.30856 0.986 1.103 -0.096 0.1318
H 3.02146 -2.10967 -0.27251 -1.088 0.658 0.684 0.0803
H -1.14876 -1.82132 1.02851 0.554 1.798 -0.995 0.0936
N 1.64927 1.49769 -0.46946 1.743 -1.135 0.267 0.1407
N 0.21944 -0.31855 0.11324 0.364 -4.870 1.071 -0.0695
N 2.43992 -1.25885 -0.12070 -1.162 -0.178 -0.022 0.0869
O -0.25324 1.87081 0.57219 -0.412 -1.747 -0.685 0.0108
S -2.40818 -0.24234 -0.33248 1.036 -0.734 0.993 0.7179

---

12
Properties=species:S:1:pos:R:3:forces:R:3:lowdin_charge:R:1 method="wB97M-V/def2-TZVPD" e_lumo_ev=0.73 smiles="[H]/N=C(/N)S/C=N/S" gap_ev=9.4 homo_energy_ev=-8.674
C 0.38364 -0.54517 1.55751 -0.402 -0.201 -1.176 -0.7545
C -0.11003 0.73089 -0.87692 -0.046 -0.256 -1.103 -0.6842
H -0.35961 -2.34347 1.64535 -0.092 -0.677 0.060 0.0798
H 0.40657 -2.08895 0.12881 -0.053 0.229 0.353 0.0925
H 0.73080 0.39068 3.18239 -0.379 0.371 -0.065 0.0369
H -0.89640 -0.01894 -0.78996 -0.209 0.136 -0.017 0.0643
H -0.50724 2.41294 -3.90878 0.088 -0.167 0.237 -0.1583
N -0.10097 -1.70649 0.91936 0.293 1.444 0.094 0.0536
N 0.30267 -0.44568 2.80855 0.640 -0.318 0.140 0.0715
N 0.14106 1.45526 -1.89112 -0.747 0.016 -0.340 -0.4340
S 0.97680 0.82165 0.46910 0.407 -0.582 1.057 0.9502
S -0.96730 1.33727 -3.24430 0.500 0.004 0.760 0.6822

---

7
Properties=species:S:1:pos:R:3:forces:R:3:lowdin_charge:R:1 method="wB97M-V/def2-TZVPD" e_lumo_ev="-1.92 / -1.92" gap_ev="6.3 / 6.3" homo_energy_ev="-8.258 / -8.250"
C -0.42752 -0.42201 -0.64598 -1.393 -0.609 -1.989 -0.3109
C -0.59435 -0.82489 0.55493 1.546 1.361 1.349 -0.5729
N 0.33603 0.61129 -1.16446 -0.937 -0.716 -2.537 -0.0324
N 1.28618 1.30516 0.82875 -1.303 -1.487 -0.223 0.1181
O 1.08254 1.35053 -0.36746 1.099 1.080 0.956 -0.2403
Br -0.60211 -1.08188 2.28084 -0.586 -0.806 0.807 0.8619
H -1.08076 -0.93820 -1.48662 1.573 1.176 1.636 0.1766

---

Going through the records in order, we get ΔE to the lowest compared entry with this formula, charge and spin values of 141.2 158.8 184.2 855.7 kJ/mol.
Going through the records in order, we get energy values of -219738.57056 -20544.01384 -28294.75896 -77150.10883 eV.